Below is C10H21B3ClN2O13PS as an isolated structure at a distorted geometry, with properties calculated with ωB97M-V/def2-TZVPD.

Structure (XYZ):
```
52
Properties=species:S:1:pos:R:3
N 2.577 -4.057 4.088
B 1.966 -5.164 3.304
O 0.747 -4.887 2.659
B 0.058 -6.082 2.378
N -1.431 -6.098 2.467
C -1.680 -6.443 3.589
S -1.861 -6.829 5.128
O 0.702 -7.290 2.047
B 1.852 -7.466 2.819
P 2.437 -9.265 3.336
O 4.001 -9.465 2.734
Cl 2.640 -9.173 5.445
O 2.658 -6.395 3.233
H 3.572 -4.075 3.826
H 2.587 -4.408 5.055
H 4.349 -8.558 2.625
C -0.721 0.382 -1.716
O -1.272 -0.736 -1.021
C -0.600 -1.082 0.083
O 0.388 -0.539 0.507
O -1.216 -2.132 0.631
C -0.603 -2.614 1.830
H -1.343 0.571 -2.589
H -0.732 1.270 -1.085
H 0.292 0.164 -2.055
H -0.610 -1.844 2.602
H 0.411 -2.948 1.633
H -1.186 -3.460 2.182
C -0.678 6.112 -4.427
O -0.002 5.346 -5.425
C -0.012 4.028 -5.209
O -0.529 3.466 -4.276
O 0.650 3.439 -6.209
C 0.719 2.017 -6.109
H -0.601 7.159 -4.711
H -1.733 5.839 -4.382
H -0.205 5.980 -3.453
H -0.280 1.580 -6.132
H 1.247 1.720 -5.203
H 1.276 1.656 -6.971
C -1.572 7.375 2.326
O -0.817 6.760 1.282
C -1.496 5.846 0.580
O -2.641 5.524 0.760
O -0.679 5.354 -0.357
C -1.275 4.357 -1.191
H -0.921 8.092 2.821
H -2.431 7.907 1.918
H -1.893 6.632 3.057
H -2.121 4.770 -1.739
H -1.583 3.496 -0.598
H -0.526 4.032 -1.909
```

Total energy = -74992.7221 eV
Strongest force on any atom = 0.063 hartree/bohr
Charge = 0
Orbital gap = 8.7 eV

Below is C10H21ClI2N2O2PRh as an isolated structure at a distorted geometry, with properties calculated with ωB97M-V/def2-TZVPD.

Structure (XYZ):
```
40
Properties=species:S:1:pos:R:3
I 1.990 1.888 -4.026
I 3.460 0.689 -2.313
Rh -1.070 -1.549 -0.681
P -1.131 -3.009 -2.277
C -0.122 -2.644 -3.722
C -0.438 -4.555 -1.653
H -3.506 -3.261 -2.095
H -2.862 -4.035 -3.593
H -3.048 -2.261 -3.499
C -2.813 -3.166 -2.933
H -0.910 -4.801 -0.702
H -0.588 -5.349 -2.398
H -0.322 -3.446 -4.455
H 0.948 -2.655 -3.449
H 0.656 -4.404 -1.492
H -0.369 -1.678 -4.150
C -0.094 -0.447 -1.615
O 0.519 0.410 -2.102
Cl -2.704 -2.797 0.457
C -0.525 3.562 0.227
N 0.053 2.974 1.397
C 0.769 3.886 2.254
C 1.120 3.279 3.600
C 1.520 1.821 3.534
N 0.794 1.078 2.548
C 0.864 -0.354 2.648
C -0.011 1.599 1.566
O -0.717 0.883 0.833
H 0.173 4.286 -0.239
H -1.436 4.124 0.494
H -0.782 2.785 -0.511
H 1.695 4.210 1.751
H 0.116 4.744 2.440
H 0.267 3.402 4.285
H 1.934 3.877 4.028
H 1.335 1.382 4.533
H 2.617 1.719 3.336
H 0.592 -0.771 1.670
H 1.882 -0.694 2.905
H 0.144 -0.724 3.399
```

Total energy = -58788.5906 eV
Strongest force on any atom = 0.129 hartree/bohr
Charge = +2
Spin multiplicity = 5
Relative energy (zero: lowest compared OMol25 entry of this formula, charge and spin) = 128.9 kJ/mol
<S²> = 6.043
Orbital gap (alpha / beta) = 4.6 / 3.3 eV

Below is C10H21ClN2 as an isolated structure at a distorted geometry, with properties calculated with ωB97M-V/def2-TZVPD.

Structure (XYZ):
```
34
Properties=species:S:1:pos:R:3
C 1.422 -1.439 0.195
C 2.853 0.410 0.278
C -3.458 -2.336 0.135
C -1.918 2.769 0.164
C 4.521 -1.057 0.037
C -2.442 -1.492 -0.601
C -1.940 1.505 -0.665
C -1.830 -0.238 -0.056
C 0.378 0.861 0.271
C -0.750 0.613 -0.706
N 3.315 1.637 0.311
N 1.614 0.000 0.207
Cl 5.678 0.047 -0.551
H 2.372 -1.850 0.739
H 1.235 -1.922 -0.737
H -3.742 -3.172 -0.621
H -3.035 -2.820 1.087
H -4.404 -1.726 0.479
H -2.917 3.218 0.174
H -1.444 2.717 1.180
H -1.189 3.468 -0.324
H 4.695 -1.568 1.019
H 4.110 -1.694 -0.903
H -2.852 -1.309 -1.683
H -1.700 -2.194 -0.641
H -2.539 1.690 -1.612
H -2.679 0.749 0.196
H 0.524 -1.669 0.805
H -1.408 -0.424 1.012
H 0.779 1.907 0.293
H 0.109 0.687 1.354
H -0.334 0.354 -1.684
H 4.358 1.797 0.454
H 2.618 2.480 0.394
```

Total energy = -26191.2283 eV
Strongest force on any atom = 0.086 hartree/bohr
Charge = +2
Orbital gap = 10.1 eV

Below is C10H21ClNO9Pt as an isolated structure at a distorted geometry, with properties calculated with ωB97M-V/def2-TZVPD.

Structure (XYZ):
```
43
Properties=species:S:1:pos:R:3
Pt 21.107 9.636 -20.200
Cl 20.211 9.757 -16.415
O 18.830 9.862 -16.542
O 20.535 8.396 -16.050
O 20.834 9.893 -17.760
O 20.576 10.782 -15.542
O 25.868 12.039 -20.009
C 25.474 10.705 -20.424
C 24.103 10.025 -19.931
O 22.951 10.875 -19.908
H 26.298 9.991 -20.428
H 25.277 10.819 -21.490
H 24.178 9.675 -18.901
H 23.814 9.196 -20.577
N 21.696 7.465 -20.151
C 22.214 6.860 -19.019
C 22.372 5.480 -18.771
C 22.056 4.659 -19.800
C 21.599 5.171 -20.988
C 21.386 6.558 -21.074
H 22.699 7.501 -18.297
H 22.882 5.130 -17.885
H 22.237 3.615 -19.589
H 21.411 4.477 -21.795
H 21.034 6.987 -22.001
C 18.590 11.514 -20.114
O 19.926 11.569 -20.544
H 18.250 12.503 -19.808
H 17.895 11.201 -20.893
H 18.376 10.904 -19.236
H 20.103 12.105 -21.320
C 22.421 8.763 -23.107
O 21.370 9.443 -22.474
H 22.989 7.945 -22.664
H 22.149 8.226 -24.016
H 23.170 9.412 -23.561
H 20.765 9.638 -23.194
C 18.473 8.029 -20.101
O 19.140 8.853 -20.982
H 19.154 7.911 -19.259
H 17.545 8.468 -19.733
H 18.343 7.027 -20.512
H 18.660 8.813 -21.812
```

Total energy = -46380.4673 eV
Strongest force on any atom = 0.074 hartree/bohr
Charge = 0
Spin multiplicity = 4
<S²> = 3.760
Orbital gap (alpha / beta) = 7.1 / 7.0 eV

Q: Which formula does entry 3 have?
A: C10H21ClN2

Q: What is the total energy in the third record?
A: -26191.2283 eV